1.
Entry from the OMol25 dataset: C30H32MnN7O3 as an isolated structure at a distorted geometry (ωB97M-V/def2-TZVPD).

Geometry as XYZ:
```
73
Properties=species:S:1:pos:R:3:forces:R:3:mulliken_charge:R:1
Mn -0.404 0.719 -0.883 -1.0 0.3 -1.6 -0.159
O 3.845 1.014 4.437 0.2 0.0 0.0 -0.713
C 4.182 0.543 3.343 -0.5 -0.3 -0.2 0.268
O 5.199 -0.017 2.916 0.0 0.1 0.1 -0.713
C 3.030 0.627 2.263 0.5 0.1 0.2 -0.941
C 3.243 0.147 0.979 -0.1 0.0 -0.2 -0.811
C 2.223 0.234 0.049 -0.1 0.2 0.3 -0.081
N 1.033 0.776 0.370 1.3 -0.2 1.2 1.129
C 0.825 1.261 1.609 0.3 -0.2 -0.1 -0.493
C 1.805 1.195 2.580 -0.3 0.1 -0.1 -0.469
C -0.530 1.791 1.769 -0.4 0.1 -0.1 0.806
C -1.002 2.441 2.901 0.2 -0.1 0.0 -0.562
C -2.319 2.858 2.940 -0.2 0.0 -0.3 -0.749
C -3.132 2.626 1.835 0.1 0.1 0.3 -0.876
C -2.587 2.009 0.731 -0.1 -0.1 -0.4 -0.191
N -1.318 1.600 0.685 -0.1 0.2 0.6 1.104
C 2.264 -0.239 -1.336 -0.1 -0.1 -0.4 0.532
C 3.383 -0.781 -1.950 0.0 0.1 0.3 -0.707
C 3.303 -1.190 -3.266 -0.3 0.0 -0.2 -0.705
C 2.100 -1.032 -3.944 0.3 -0.1 0.0 -1.061
C 1.031 -0.475 -3.277 -0.4 0.1 0.0 -0.182
N 1.092 -0.095 -2.001 0.5 0.0 0.1 1.189
H 4.208 -0.285 0.750 0.0 0.0 0.1 0.741
H 1.646 1.550 3.590 0.1 0.0 0.0 0.700
H -0.337 2.618 3.734 0.0 -0.1 0.0 0.555
H -2.712 3.361 3.813 0.0 0.0 0.0 0.475
H -4.170 2.924 1.830 0.0 0.0 0.0 0.461
H -3.171 1.824 -0.162 0.0 0.0 0.0 0.447
H 4.305 -0.869 -1.393 0.0 0.0 0.0 0.518
H 4.161 -1.619 -3.765 0.0 0.0 0.0 0.474
H 1.992 -1.325 -4.978 0.0 0.0 0.0 0.469
H 0.085 -0.309 -3.775 0.0 0.0 0.1 0.551
C -0.811 -2.839 0.701 0.0 0.0 -0.1 -0.818
N -1.362 -3.985 1.424 0.0 -0.1 0.0 0.044
C -0.754 -4.025 2.758 0.0 0.1 0.0 -0.705
N -0.996 -2.789 3.506 0.0 0.0 0.1 0.137
C -0.449 -1.674 2.736 0.0 -0.1 -0.1 -0.619
N -1.052 -1.568 1.397 0.1 0.1 0.2 0.853
C -2.504 -1.422 1.567 0.0 0.0 -0.1 -0.705
N -3.096 -2.533 2.311 -0.1 0.0 0.0 0.064
C -2.802 -3.774 1.590 0.0 0.0 0.0 -0.629
C -2.443 -2.603 3.622 0.0 0.0 -0.1 -0.729
H -1.270 -2.789 -0.288 0.0 0.1 0.0 0.086
H 0.268 -2.978 0.590 0.0 0.0 0.0 0.349
H 0.323 -4.174 2.655 0.0 0.0 0.0 0.348
H -1.174 -4.863 3.317 0.0 0.0 0.0 0.340
H 0.630 -1.812 2.630 0.0 0.0 0.0 0.181
H -0.635 -0.750 3.289 0.0 0.0 0.0 0.083
H -2.958 -1.359 0.576 0.0 0.0 0.0 -0.080
H -2.709 -0.498 2.113 0.0 0.0 0.0 0.347
H -3.276 -3.732 0.607 0.0 0.0 0.0 0.336
H -3.218 -4.615 2.148 0.0 0.0 0.0 0.348
H -2.863 -3.440 4.184 0.0 0.0 0.0 0.342
H -2.641 -1.675 4.165 0.0 0.0 0.0 0.337
C -2.302 -1.115 -2.516 0.1 0.1 0.0 -1.302
O -1.705 -0.415 -1.483 -0.6 -0.6 0.3 -0.254
H -1.668 -1.945 -2.861 -0.1 0.0 0.0 0.419
H -2.512 -0.472 -3.386 0.0 0.0 0.0 0.251
H -3.258 -1.545 -2.187 0.0 0.0 -0.1 0.286
C -0.981 2.306 -2.224 0.4 0.1 0.1 -1.300
C 0.237 2.713 -2.947 0.1 0.2 -0.1 0.530
C 0.406 2.474 -4.317 0.0 0.0 0.1 -0.237
C 1.595 2.784 -4.962 0.1 0.0 0.0 -0.583
C 2.651 3.347 -4.259 0.0 0.0 -0.1 -0.483
C 2.496 3.616 -2.905 0.0 0.0 0.1 -0.808
C 1.310 3.309 -2.262 -0.1 -0.1 -0.1 -0.184
H -1.788 2.030 -2.903 0.0 -0.1 0.1 0.340
H -1.323 3.100 -1.555 0.0 0.0 0.0 0.451
H -0.416 2.049 -4.884 0.0 0.0 0.0 0.359
H 1.698 2.597 -6.024 0.0 0.0 0.0 0.415
H 3.580 3.584 -4.761 0.0 0.0 0.0 0.411
H 3.307 4.072 -2.350 0.0 0.0 0.0 0.419
H 1.191 3.527 -1.204 0.1 0.0 0.0 0.352
```
Forces are in eV/Å.

## Properties
orbital gap (spin up / spin down) = 0.212 / 0.235 hartree
HOMO (spin up / spin down) = -7.04 / -8.07 eV
electronic energy = -79522.35324 eV
spin multiplicity = 5
⟨S²⟩ = 6.06
relative energy (zero: lowest compared OMol25 entry of this formula, charge and spin) = 114.0 kJ/mol

2.
Entry from the OMol25 dataset: an isolated ion of composition C30H32N3S and charge +1 at a distorted geometry (ωB97M-V/def2-TZVPD).

Geometry as XYZ:
```
66
Properties=species:S:1:pos:R:3:forces:R:3:mulliken_charge:R:1
C -1.883 -4.934 -0.647 0.1 -0.4 -0.1 -1.006
N -1.146 -3.809 -0.105 0.2 0.3 0.6 0.257
C -0.102 -3.123 -0.686 0.1 1.4 1.2 -1.017
C 0.262 -2.056 0.163 -0.7 -2.0 0.0 -1.067
C 1.142 -0.892 -0.039 0.9 -0.9 -0.7 2.291
C 1.746 -0.744 -1.426 0.4 -0.5 0.5 -0.391
C 0.958 -0.346 -2.500 0.3 0.3 -0.4 -0.048
C 1.584 0.247 -3.599 -0.1 -0.4 0.2 -1.162
C 2.976 0.306 -3.666 0.2 0.2 0.1 0.949
C 3.634 1.083 -4.765 0.1 0.1 -0.4 -1.489
C 3.750 -0.315 -2.681 -0.1 -0.2 0.1 -0.805
C 3.134 -0.855 -1.555 -0.3 0.3 -0.2 -0.628
C -0.497 -2.207 1.386 -0.1 -0.5 -1.1 1.100
C -0.596 -1.396 2.513 -0.5 0.0 0.6 -0.386
C -1.766 -1.485 3.277 0.7 0.1 -0.2 -0.674
C -2.747 -2.437 2.966 -0.2 -0.7 -0.4 -0.895
C -2.563 -3.374 1.935 -0.3 0.2 0.8 -0.840
C -1.429 -3.248 1.153 0.6 0.7 -0.9 -0.292
H -2.896 -4.950 -0.227 0.3 0.2 -0.3 0.308
H -1.935 -4.860 -1.738 -0.1 0.0 0.2 0.372
H -1.416 -5.894 -0.387 0.0 0.3 0.0 0.302
H 0.328 -3.369 -1.659 -0.4 0.0 0.3 0.536
H 1.955 -1.030 0.678 -0.1 0.4 -0.3 -0.649
H -0.124 -0.485 -2.467 0.4 0.4 -0.1 0.462
H 0.996 0.680 -4.406 0.1 -0.2 0.1 0.411
H 4.661 0.747 -4.934 -0.1 0.1 0.0 0.378
H 3.079 0.985 -5.703 0.1 0.0 0.1 0.387
H 3.668 2.154 -4.520 0.0 -0.2 0.0 0.263
H 4.837 -0.350 -2.773 -0.3 0.0 -0.1 0.379
H 3.702 -1.337 -0.752 -0.1 0.4 -0.3 0.485
H 0.241 -0.747 2.791 -0.5 0.1 -0.1 0.445
H -1.914 -0.810 4.120 0.1 -0.3 -0.2 0.443
H -3.664 -2.467 3.554 0.3 -0.1 -0.1 0.407
H -3.275 -4.168 1.724 -0.1 0.3 0.2 0.384
C 3.307 0.485 2.109 0.3 -0.2 0.2 -1.611
C 2.739 1.450 1.081 0.2 -0.3 -0.5 0.979
C 3.340 2.822 1.438 -0.1 0.2 -0.1 -1.857
C 1.190 1.473 1.062 -0.1 -0.4 0.3 0.456
C 0.687 2.774 0.513 0.1 0.8 -0.2 -1.462
C -0.784 2.927 0.739 -0.3 0.2 0.2 -0.879
N -1.476 1.728 0.294 0.0 -0.4 -0.2 0.205
C -2.877 1.683 0.160 0.1 -0.2 0.3 -0.013
C -3.308 0.451 -0.311 -0.3 0.2 0.0 0.945
C -4.670 0.155 -0.354 0.0 0.2 -0.1 -0.656
C -5.585 1.135 0.061 0.4 -0.3 -0.1 -0.671
C -5.142 2.385 0.509 0.4 -0.1 -0.2 -0.703
C -3.772 2.670 0.558 -0.2 0.0 0.0 -0.909
S -1.936 -0.588 -0.686 -0.6 -0.1 0.3 0.046
C -0.843 0.568 0.001 1.1 0.5 0.7 0.437
N 0.469 0.363 0.303 -1.3 1.2 0.2 1.365
H 3.012 0.802 3.119 0.0 -0.2 -0.2 0.458
H 3.010 -0.554 1.958 0.1 0.1 0.3 0.345
H 4.403 0.527 2.064 -0.2 -0.1 0.1 0.444
H 3.087 1.169 0.076 -0.1 0.1 0.2 -0.183
H 2.977 3.143 2.427 0.1 0.0 -0.2 0.420
H 4.433 2.752 1.502 -0.3 -0.1 0.0 0.462
H 3.119 3.605 0.706 0.1 -0.2 0.1 0.403
H 0.870 1.375 2.118 -0.1 0.0 -0.3 0.214
H 1.164 3.597 1.049 -0.1 -0.1 -0.2 0.565
H 0.948 2.863 -0.554 -0.1 0.0 0.3 0.272
H -0.995 3.088 1.807 0.0 0.0 -0.3 0.467
H -1.171 3.780 0.173 0.0 -0.1 0.1 0.568
H -4.985 -0.829 -0.698 -0.1 0.3 0.1 0.448
H -6.651 0.918 0.032 0.3 0.0 0.0 0.408
H -5.864 3.138 0.822 0.2 -0.2 -0.1 0.410
H -3.397 3.633 0.895 -0.2 -0.2 0.0 0.419
```
Forces are in eV/Å.

## Properties
orbital gap = 0.299 hartree
HOMO = -10.52 eV
electronic energy = -46930.05068 eV
spin multiplicity = 1
charge = +1
relative energy (zero: lowest compared OMol25 entry of this formula, charge and spin) = 0.0 kJ/mol

3.
Entry from the OMol25 dataset: C30H33AgN8S3 as an isolated structure (ωB97M-V/def2-TZVPD).

Geometry as XYZ:
```
75
Properties=species:S:1:pos:R:3:forces:R:3:mulliken_charge:R:1
Ag 0.178 -0.370 -0.556 0.4 -0.1 -0.8 0.184
N -0.380 4.963 8.508 0.0 0.2 0.3 -0.591
C -0.316 4.389 7.516 0.0 -0.3 -0.5 0.027
C -0.236 3.668 6.268 0.0 0.0 0.1 0.621
C 0.479 4.193 5.196 0.1 0.1 -0.1 -0.850
C 0.556 3.495 4.003 0.2 0.0 0.0 -0.306
C -0.065 2.256 3.846 0.0 0.0 0.0 -0.350
C -0.777 1.742 4.933 -0.2 0.0 0.0 -0.291
C -0.867 2.436 6.127 -0.1 -0.1 0.0 -0.844
C 0.019 1.505 2.562 0.0 0.0 -0.1 1.071
C -0.099 2.250 1.378 -0.1 0.2 0.1 0.236
C -0.676 3.557 1.243 0.0 -0.2 -0.2 -0.538
C -0.554 3.889 -0.088 0.2 0.0 0.0 -0.961
C 0.122 2.793 -0.704 0.0 0.1 -0.1 -0.448
N 0.381 1.823 0.149 -0.2 0.4 0.4 -0.373
C 0.199 0.119 2.646 0.0 0.0 0.2 -0.227
C 0.745 -0.598 3.766 0.0 0.0 -0.2 -0.524
C 0.678 -1.927 3.431 -0.1 -0.1 0.0 -1.066
C 0.059 -1.976 2.143 0.0 -0.1 0.1 -0.424
N -0.208 -0.779 1.662 0.3 0.1 0.8 -0.226
H 0.979 5.146 5.307 0.0 0.0 0.0 0.421
H 1.130 3.893 3.178 0.0 0.0 0.0 0.592
H -1.283 0.794 4.813 0.0 0.0 0.0 0.583
H -1.434 2.033 6.955 0.0 0.0 0.0 0.424
H -1.195 4.116 2.010 0.1 0.0 0.0 0.513
H -0.859 4.813 -0.560 -0.1 -0.1 0.0 0.455
H 0.435 2.696 -1.737 0.0 0.0 0.0 0.620
H 1.195 -0.163 4.648 -0.1 0.0 0.0 0.541
H 1.005 -2.771 4.023 0.0 0.0 -0.1 0.430
H -0.217 -2.857 1.577 0.1 0.0 0.0 0.669
S -0.978 -2.472 -4.417 0.1 0.1 0.1 -0.523
C 0.427 -1.627 -3.893 0.0 0.0 -0.1 -0.233
S 1.995 -2.269 -4.104 -0.1 0.1 0.0 -0.453
S 0.195 -0.050 -3.138 0.3 -0.1 -0.1 -0.295
N -2.378 -0.213 -0.726 -0.5 -0.3 0.3 -0.711
C -2.693 0.532 -1.550 0.0 0.5 -0.2 0.449
N -2.991 1.434 -2.478 0.1 -0.3 -0.1 0.449
C -2.981 1.036 -3.889 0.0 -0.1 0.0 -0.445
C -2.399 2.159 -4.730 -0.1 0.1 0.1 -0.333
C -3.124 3.477 -4.449 0.1 -0.1 0.0 -0.859
C -3.003 3.819 -2.964 0.0 -0.1 -0.1 -0.342
C -3.596 2.703 -2.113 0.1 -0.1 0.0 -0.894
H -4.008 0.810 -4.216 0.0 0.0 0.0 0.370
H -2.374 0.130 -3.975 0.0 0.0 0.0 -0.070
H -2.470 1.883 -5.784 0.0 0.0 0.0 0.350
H -1.339 2.257 -4.478 0.0 -0.1 0.0 0.130
H -4.185 3.375 -4.712 0.0 0.0 0.0 0.354
H -2.713 4.284 -5.064 0.0 0.0 0.0 0.381
H -3.508 4.760 -2.726 0.0 0.0 0.0 0.327
H -1.946 3.922 -2.703 0.0 0.0 0.0 0.099
H -4.684 2.661 -2.271 0.0 0.0 0.0 0.366
H -3.410 2.882 -1.056 0.0 0.0 0.0 0.434
C 0.829 -5.898 -1.151 -0.1 0.1 0.0 -0.711
C 0.266 -4.753 -1.973 0.0 0.0 0.0 -0.729
N 0.444 -3.536 -1.204 0.0 0.0 0.3 0.345
C 1.699 -3.207 -0.734 0.0 -0.2 -0.2 -0.411
N 1.967 -1.981 -0.474 -0.1 -0.1 0.1 0.528
C 3.292 -1.608 -0.040 -0.1 0.0 0.0 -1.084
C 4.334 -2.601 -0.522 0.0 0.0 -0.1 -0.728
C 3.919 -3.987 -0.073 -0.1 0.0 -0.1 -0.837
N 2.568 -4.268 -0.521 -0.1 0.0 0.1 0.530
C 2.305 -5.638 -0.919 0.0 0.1 -0.1 -0.749
H 0.709 -6.853 -1.669 0.0 0.0 0.0 0.368
H 0.296 -5.949 -0.196 0.0 0.0 0.0 0.300
H -0.798 -4.875 -2.161 0.0 0.0 0.0 0.384
H 0.765 -4.684 -2.949 0.0 0.0 0.0 0.346
H -0.032 -2.726 -1.593 0.1 0.0 -0.1 -0.155
H 3.319 -1.519 1.056 0.0 0.0 0.0 0.266
H 3.505 -0.619 -0.453 0.0 0.0 0.0 0.284
H 5.334 -2.358 -0.152 0.0 0.0 0.0 0.413
H 4.337 -2.573 -1.616 0.1 0.0 0.0 0.283
H 3.984 -4.073 1.021 0.0 0.0 0.0 0.242
H 4.583 -4.743 -0.501 0.0 -0.1 0.0 0.452
H 2.691 -6.302 -0.138 0.0 0.0 0.0 0.392
H 2.855 -5.866 -1.844 0.0 0.0 0.0 0.356
```
Forces are in eV/Å.

## Properties
orbital gap = 0.139 hartree
HOMO = -0.22 eV
electronic energy = -80072.37457 eV
spin multiplicity = 1
charge = -2
relative energy (zero: lowest compared OMol25 entry of this formula, charge and spin) = 0.0 kJ/mol